Record 1
This record from the Open Molecules 2025 dataset describes a molecular structure, C34H31N4OPS2Tc in a non-equilibrium geometry. The level of theory is ωB97M-V/def2-TZVPD.

Computed properties:
Net charge: -2
LUMO (spin up / spin down) in eV: 4.43 / 4.42
DFT total energy in Ha: -2826.95958
Multiplicity: 2
⟨S²⟩: 0.91

Element x y z (Å)
Tc (-0.87340, 0.03098, 0.80456)
S (0.05275, 0.81522, 2.99547)
C (1.58649, -0.03018, 3.31363)
C (1.55944, -0.73658, 4.57398)
N (1.50279, -1.28692, 5.58892)
C (2.75090, -0.11491, 2.59593)
S (3.24593, 0.63078, 1.11917)
C (3.77349, -1.00895, 3.12380)
N (4.60483, -1.71561, 3.49771)
C (1.14646, 1.22841, -4.77292)
C (2.21568, 1.33935, -3.89426)
C (1.99066, 1.62086, -2.55130)
C (0.69420, 1.80934, -2.06440)
C (-0.37157, 1.67591, -2.95148)
C (-0.14682, 1.39420, -4.29463)
P (0.40945, 2.00331, -0.25810)
C (1.33352, 3.55571, 0.12892)
C (1.84303, 4.42540, -0.83092)
C (2.41331, 5.64069, -0.45887)
C (2.48393, 6.00185, 0.87736)
C (1.98960, 5.13120, 1.84451)
C (1.42390, 3.92073, 1.47554)
C (-1.29018, 2.68661, -0.15138)
C (-1.75520, 3.96379, -0.45275)
C (-3.10030, 4.25605, -0.25658)
C (-3.94652, 3.25703, 0.23205)
C (-3.46472, 1.99176, 0.54216)
C (-2.10411, 1.66681, 0.39245)
H (1.31840, 1.01382, -5.82157)
H (3.22970, 1.19671, -4.25021)
H (2.82893, 1.68749, -1.86429)
H (-1.38316, 1.78967, -2.57891)
H (-0.98898, 1.30206, -4.97090)
H (1.79199, 4.16576, -1.87978)
H (2.80051, 6.30718, -1.22254)
H (2.92234, 6.95064, 1.16404)
H (2.04978, 5.39655, 2.89375)
H (1.05313, 3.23599, 2.23032)
H (-1.08073, 4.71717, -0.85060)
H (-3.48732, 5.24472, -0.47796)
H (-5.00036, 3.48090, 0.37632)
H (-4.15025, 1.23698, 0.91881)
C (2.27157, -1.68139, -1.57124)
N (2.03898, -2.83241, -0.69895)
C (3.26830, -3.53617, -0.34090)
C (1.15678, -2.56333, 0.34183)
O (0.77920, -1.42934, 0.54367)
N (0.78216, -3.63384, 1.11601)
C (-0.02292, -3.30573, 2.29649)
C (0.41264, -4.88322, 0.46316)
H (2.75695, -2.03426, -2.48601)
H (2.89959, -0.92692, -1.08515)
H (1.32167, -1.21690, -1.82843)
H (3.99851, -2.84819, 0.10087)
H (3.70239, -3.98806, -1.23655)
H (3.05762, -4.31740, 0.38614)
H (0.51950, -2.61285, 2.93222)
H (-0.18831, -4.22661, 2.85853)
H (-0.97616, -2.85096, 2.02478)
H (0.95039, -4.99211, -0.47456)
H (-0.66506, -4.90494, 0.25107)
H (0.65237, -5.72515, 1.11740)
C (-2.17903, -1.18399, 0.51755)
C (-3.20442, -2.17462, 0.31876)
C (-3.92381, -2.72419, 1.39748)
C (-4.93801, -3.64904, 1.19853)
C (-5.27201, -4.07085, -0.08390)
C (-4.55565, -3.56370, -1.16286)
C (-3.53720, -2.64298, -0.96661)
H (-3.66076, -2.38705, 2.39389)
H (-5.47492, -4.05257, 2.04986)
H (-6.07572, -4.77919, -0.23982)
H (-4.79798, -3.89457, -2.16801)
H (-2.96818, -2.24596, -1.80032)

So, what does the Mulliken scheme give us? The charges, in e, come out as: number 1, Tc, carries -0.927; number 2, S, carries -0.469; number 3, C, carries 0.540; number 4, C, carries -0.133; number 5, N, carries -0.699; number 6, C, carries 0.687; number 7, S, carries -0.300; number 8, C, carries -0.287; number 9, N, carries -0.681; number 10, C, carries -0.515; number 11, C, carries -0.645; number 12, C, carries -0.293; number 13, C, carries -0.044; number 14, C, carries -0.667; number 15, C, carries -0.564; number 16, P, carries 1.893; number 17, C, carries 0.319; number 18, C, carries -0.184; number 19, C, carries -0.623; number 20, C, carries -0.466; number 21, C, carries -0.631; number 22, C, carries -0.148; number 23, C, carries -0.087; number 24, C, carries -0.303; number 25, C, carries -0.706; number 26, C, carries -0.431; number 27, C, carries -0.287; number 28, C, carries -0.120; number 29, H, carries 0.342; number 30, H, carries 0.396; number 31, H, carries 0.442; number 32, H, carries 0.418; number 33, H, carries 0.372; number 34, H, carries 0.310; number 35, H, carries 0.377; number 36, H, carries 0.333; number 37, H, carries 0.392; number 38, H, carries 0.075; number 39, H, carries 0.396; number 40, H, carries 0.351; number 41, H, carries 0.329; number 42, H, carries 0.400; number 43, C, carries -0.747; number 44, N, carries 0.114; number 45, C, carries -1.225; number 46, C, carries -0.317; number 47, O, carries 0.821; number 48, N, carries 0.195; number 49, C, carries -0.724; number 50, C, carries -1.250; number 51, H, carries 0.308; number 52, H, carries 0.138; number 53, H, carries 0.146; number 54, H, carries 0.313; number 55, H, carries 0.361; number 56, H, carries 0.406; number 57, H, carries 0.023; number 58, H, carries 0.379; number 59, H, carries 0.092; number 60, H, carries 0.443; number 61, H, carries 0.321; number 62, H, carries 0.328; number 63, C, carries -1.103; number 64, C, carries 1.009; number 65, C, carries -0.272; number 66, C, carries -0.539; number 67, C, carries -0.338; number 68, C, carries -0.527; number 69, C, carries -0.389; number 70, H, carries 0.420; number 71, H, carries 0.352; number 72, H, carries 0.359; number 73, H, carries 0.356; number 74, H, carries 0.385

Record 2
This record from the Open Molecules 2025 dataset describes a molecular structure, C34H31N4OPS2Tc in a non-equilibrium geometry. The level of theory is ωB97M-V/def2-TZVPD.

Computed properties:
Net charge: -2
LUMO (spin up / spin down) in eV: 4.39 / 4.39
DFT total energy in Ha: -2826.95404
Multiplicity: 4
⟨S²⟩: 3.84

Element x y z (Å)
Tc (-0.50997, 0.73846, 0.40961)
S (-0.16393, 1.30282, 2.86088)
C (0.20341, -0.06174, 3.92949)
C (-0.57119, -0.02589, 5.17003)
N (-1.18450, 0.03006, 6.14676)
C (1.06492, -1.09868, 3.73697)
S (2.12420, -1.42590, 2.42050)
C (1.09626, -2.13172, 4.79345)
N (1.12141, -2.96915, 5.58367)
C (3.25321, -1.91712, -3.43566)
C (3.55367, -2.26268, -2.12404)
C (3.21822, -1.40572, -1.08073)
C (2.59436, -0.18191, -1.33327)
C (2.28159, 0.14665, -2.64964)
C (2.61084, -0.71414, -3.69469)
P (2.03464, 0.84236, 0.09735)
C (3.60693, 1.32202, 0.92289)
C (4.85966, 1.18222, 0.33774)
C (6.00100, 1.66563, 0.97808)
C (5.89614, 2.29127, 2.21100)
C (4.64344, 2.42817, 2.80315)
C (3.50758, 1.94529, 2.16979)
C (1.53946, 2.43746, -0.64569)
C (2.30162, 3.49704, -1.13615)
C (1.64307, 4.62009, -1.62018)
C (0.24324, 4.66028, -1.60620)
C (-0.50084, 3.60031, -1.10242)
C (0.13517, 2.46477, -0.58122)
H (3.51214, -2.58388, -4.24914)
H (4.03401, -3.20904, -1.90596)
H (3.42324, -1.69482, -0.05234)
H (1.76246, 1.07519, -2.85566)
H (2.35792, -0.44060, -4.71305)
H (4.95890, 0.69985, -0.62637)
H (6.97002, 1.54870, 0.50659)
H (6.78306, 2.66166, 2.71241)
H (4.54913, 2.90260, 3.77259)
H (2.53246, 2.03133, 2.63984)
H (3.38647, 3.44943, -1.13425)
H (2.20867, 5.46518, -1.99819)
H (-0.26725, 5.53811, -1.98954)
H (-1.58595, 3.65312, -1.09928)
C (-1.10516, -2.30287, -1.98476)
N (-1.97627, -2.74562, -0.89333)
C (-3.39746, -2.64611, -1.25169)
C (-1.59652, -2.27130, 0.35492)
O (-0.63077, -1.52171, 0.45401)
N (-2.34210, -2.67294, 1.41953)
C (-2.05576, -2.06312, 2.71645)
C (-2.80950, -4.04723, 1.49833)
H (-1.35302, -2.88660, -2.87321)
H (-0.06241, -2.46704, -1.72527)
H (-1.23980, -1.23761, -2.19335)
H (-3.62745, -1.64466, -1.62724)
H (-4.03084, -2.83769, -0.39185)
H (-3.62564, -3.37882, -2.02811)
H (-1.76348, -1.02564, 2.59768)
H (-1.25580, -2.59529, 3.23424)
H (-2.96582, -2.10545, 3.31911)
H (-2.85761, -4.49386, 0.50986)
H (-3.80224, -4.08562, 1.95336)
H (-2.12736, -4.63935, 2.11803)
C (-2.17546, 0.81397, -0.28239)
C (-3.43331, 0.90743, -0.87311)
C (-3.60968, 0.83940, -2.30181)
C (-4.86204, 0.90628, -2.87776)
C (-6.02568, 1.03117, -2.10058)
C (-5.87651, 1.09401, -0.70220)
C (-4.63978, 1.03448, -0.09935)
H (-2.72262, 0.74887, -2.92091)
H (-4.94529, 0.85825, -3.95976)
H (-7.00362, 1.08610, -2.56181)
H (-6.75901, 1.19058, -0.07648)
H (-4.55089, 1.08091, 0.98033)

So, what does the natural (NBO) scheme give us? The charges, in e, come out as: number 1, Tc, carries 0.520; number 2, S, carries -0.316; number 3, C, carries -0.343; number 4, C, carries 0.302; number 5, N, carries -0.427; number 6, C, carries -0.275; number 7, S, carries -0.381; number 8, C, carries 0.304; number 9, N, carries -0.418; number 10, C, carries -0.236; number 11, C, carries -0.223; number 12, C, carries -0.199; number 13, C, carries -0.337; number 14, C, carries -0.145; number 15, C, carries -0.243; number 16, P, carries 0.958; number 17, C, carries -0.288; number 18, C, carries -0.223; number 19, C, carries -0.234; number 20, C, carries -0.235; number 21, C, carries -0.164; number 22, C, carries -0.203; number 23, C, carries -0.439; number 24, C, carries -0.216; number 25, C, carries -0.262; number 26, C, carries -0.214; number 27, C, carries -0.269; number 28, C, carries -0.098; number 29, H, carries 0.195; number 30, H, carries 0.203; number 31, H, carries 0.242; number 32, H, carries 0.220; number 33, H, carries 0.199; number 34, H, carries 0.214; number 35, H, carries 0.194; number 36, H, carries 0.192; number 37, H, carries 0.196; number 38, H, carries 0.257; number 39, H, carries 0.204; number 40, H, carries 0.189; number 41, H, carries 0.188; number 42, H, carries 0.214; number 43, C, carries -0.411; number 44, N, carries -0.473; number 45, C, carries -0.416; number 46, C, carries 0.849; number 47, O, carries -0.655; number 48, N, carries -0.448; number 49, C, carries -0.412; number 50, C, carries -0.405; number 51, H, carries 0.179; number 52, H, carries 0.227; number 53, H, carries 0.212; number 54, H, carries 0.228; number 55, H, carries 0.210; number 56, H, carries 0.177; number 57, H, carries 0.253; number 58, H, carries 0.201; number 59, H, carries 0.190; number 60, H, carries 0.215; number 61, H, carries 0.187; number 62, H, carries 0.191; number 63, C, carries -0.117; number 64, C, carries -0.236; number 65, C, carries -0.263; number 66, C, carries -0.226; number 67, C, carries -0.358; number 68, C, carries -0.226; number 69, C, carries -0.236; number 70, H, carries 0.200; number 71, H, carries 0.184; number 72, H, carries 0.182; number 73, H, carries 0.186; number 74, H, carries 0.206

For each record above, in turn, the calculated relative energy (zero: lowest compared OMol25 entry of this formula, charge and spin) values are 0.0 4.6 kcal/mol.